{
  "formula": "C7H13OP",
  "method": "the ωB97M-V functional and the def2-TZVPD basis",
  "elements": ["C", "C", "C", "C", "C", "C", "C", "O", "P", "H", "H", "H", "H", "H", "H", "H", "H", "H", "H", "H", "H", "H"],
  "xyz": [[1.61001, 2.86075, 1.32545], [-1.38471, -2.37745, -1.57581], [1.18592, 2.05018, 0.34874], [0.43314, 0.06524, 2.34754], [1.32697, 2.44305, -1.10010], [-0.30707, -1.21584, 2.65740], [-1.92479, -2.44120, -2.93524], [0.95847, 0.73674, 3.20952], [0.41863, 0.43367, 0.54942], [1.52840, 2.60806, 2.36628], [2.06375, 3.81483, 1.08731], [-1.63610, -3.12123, -0.84473], [-0.72229, -1.58104, -1.29566], [0.54540, 1.98571, -1.70469], [1.27607, 3.52359, -1.21539], [2.28966, 2.10277, -1.48267], [-0.05224, -1.56065, 3.65696], [-1.37889, -1.02245, 2.61258], [-0.06882, -1.97851, 1.91860], [-2.43039, -1.50949, -3.19527], [-1.11468, -2.54572, -3.66681], [-2.61643, -3.27103, -3.06343]],
  "mulliken_charge": [-1.011, -0.564, 0.813, 0.643, -1.367, -1.097, -0.739, -0.546, -0.027, 0.351, 0.292, 0.311, 0.192, 0.366, 0.375, 0.286, 0.326, 0.289, 0.328, 0.248, 0.252, 0.278],
  "relative_energy_kj_mol": 329.71,
  "e_lumo_ev": [-1.716, 0.690],
  "multiplicity": 1,
  "homo_ev": [-7.9, -8.4],
  "total_energy_ha": -690.96347
}